{
  "formula": "C32H90O13",
  "method": "ωB97M-V/def2-TZVPD",
  "gap_ev": 10.10,
  "largest_force_ha_per_bohr": 0.07075,
  "e_above_lowest_kcal_mol": 44.0,
  "e_lumo_ha": 0.01816,
  "multiplicity": 1,
  "homo_ev": -9.6,
  "species": ["C", "C", "C", "O", "H", "H", "H", "H", "H", "H", "H", "H", "C", "C", "C", "O", "H", "H", "H", "H", "H", "H", "H", "H", "C", "C", "C", "O", "H", "H", "H", "H", "H", "H", "H", "H", "C", "C", "C", "O", "H", "H", "H", "H", "H", "H", "H", "H", "C", "C", "C", "O", "H", "H", "H", "H", "H", "H", "H", "H", "C", "C", "C", "O", "H", "H", "H", "H", "H", "H", "H", "H", "C", "C", "O", "H", "H", "H", "H", "H", "H", "C", "C", "O", "H", "H", "H", "H", "H", "H", "C", "C", "O", "H", "H", "H", "H", "H", "H", "C", "C", "O", "H", "H", "H", "H", "H", "H", "C", "C", "O", "H", "H", "H", "H", "H", "H", "C", "C", "O", "H", "H", "H", "H", "H", "H", "C", "C", "O", "H", "H", "H", "H", "H", "H"],
  "positions_angstrom": [[3.8808, 0.9200, 5.9474], [2.5548, 0.1359, 5.7304], [2.6034, -1.3370, 6.0878], [1.4643, 0.6984, 6.3990], [4.2038, 0.7179, 6.9598], [3.6772, 2.0029, 5.8596], [4.6738, 0.6545, 5.2961], [2.2018, 0.3137, 4.6647], [1.7799, -2.0231, 5.9069], [2.5774, -1.3520, 7.1720], [3.5540, -1.7753, 5.8260], [1.6922, 1.1323, 7.1736], [4.3045, 0.5281, -4.0900], [3.2242, 0.6993, -3.1131], [3.1344, 2.1373, -2.6101], [1.8795, 0.4206, -3.5932], [5.2484, 0.8639, -3.6537], [4.1620, 1.1075, -4.9906], [4.3816, -0.5137, -4.3321], [3.4778, 0.0058, -2.2881], [3.3998, 2.7915, -3.4175], [3.7260, 2.2534, -1.6983], [2.1179, 2.3416, -2.3051], [1.7431, -0.5379, -3.6968], [-6.4013, -1.7124, 0.4180], [-5.8634, -1.4824, -1.0437], [-4.6901, -0.6182, -0.9472], [-5.6506, -2.7252, -1.6696], [-5.5570, -2.1125, 0.9253], [-7.2909, -2.3824, 0.5806], [-6.7254, -0.7582, 0.8502], [-6.6579, -1.0081, -1.5828], [-5.0384, 0.3639, -0.8164], [-4.0841, -0.6168, -1.8706], [-4.0171, -0.7522, -0.0960], [-6.4146, -3.2424, -1.6149], [-3.8537, 3.4022, 1.4180], [-3.2726, 2.3361, 2.4140], [-3.5569, 2.5281, 3.9012], [-3.9399, 1.1343, 2.0221], [-3.6209, 2.9936, 0.4173], [-3.5067, 4.4218, 1.5392], [-4.9617, 3.4208, 1.6396], [-2.1634, 2.2115, 2.3128], [-3.0606, 3.4045, 4.2847], [-3.1935, 1.7397, 4.5612], [-4.6350, 2.4715, 3.9928], [-3.9019, 0.3977, 2.6568], [-0.7851, 0.8423, -1.0135], [0.0259, 0.2125, 0.1155], [-0.9213, -0.5802, 1.0615], [1.1605, -0.5960, -0.2573], [-1.6102, 0.1758, -1.3429], [-0.1666, 1.1199, -1.8636], [-1.3442, 1.7312, -0.7089], [0.4208, 1.0587, 0.6767], [-1.7343, 0.0949, 1.4338], [-0.4554, -1.0231, 1.9778], [-1.3303, -1.3942, 0.4349], [0.8396, -1.2765, -0.9005], [-3.6729, -4.7975, -4.2513], [-2.6043, -3.8433, -3.7737], [-2.8237, -2.4998, -4.5314], [-2.6047, -3.7345, -2.3909], [-3.3656, -5.2595, -5.2088], [-4.6449, -4.3189, -4.3227], [-3.7805, -5.6235, -3.5986], [-1.6783, -4.3389, -4.0334], [-2.1736, -1.6765, -4.1218], [-3.8853, -2.2176, -4.4191], [-2.6569, -2.6220, -5.6100], [-3.4800, -3.4914, -2.0549], [4.5518, 2.5584, 1.4542], [3.9727, 1.1055, 1.3558], [3.8626, 0.8040, 0.0174], [4.5377, 2.8601, 2.4983], [3.9326, 3.2415, 0.8278], [5.5517, 2.5925, 1.0405], [2.9310, 1.2236, 1.6551], [4.5408, 0.3738, 1.8512], [2.9150, 0.5923, -0.0830], [-0.0868, 0.6676, -6.6151], [1.3166, 1.1149, -6.9775], [1.8289, 1.9833, -6.0151], [-0.7748, 1.5101, -6.3687], [-0.0739, -0.0727, -5.8047], [-0.6139, 0.2072, -7.4836], [1.3703, 1.5569, -7.9041], [1.9327, 0.1831, -7.0447], [1.8795, 1.5193, -5.1717], [-2.2742, -2.4340, 4.6652], [-3.3324, -2.2230, 3.6443], [-4.4401, -1.4370, 4.1297], [-1.4514, -2.9754, 4.2840], [-2.7439, -3.0040, 5.4916], [-1.8780, -1.5192, 5.1188], [-3.8042, -3.1399, 3.2701], [-2.9153, -1.7327, 2.6901], [-5.2125, -1.2983, 3.5442], [-0.1268, -4.2541, 0.3036], [0.4320, -4.0866, -1.1143], [0.1343, -2.8061, -1.7799], [0.2374, -5.1474, 0.7435], [-1.2371, -4.2376, 0.3851], [0.2632, -3.4207, 0.8793], [-0.0975, -4.9194, -1.6888], [1.5168, -4.1203, -1.1004], [-0.8363, -2.7426, -1.8321], [0.9328, 6.1029, -1.1789], [0.2883, 5.1288, -0.2032], [1.1267, 4.0432, 0.0978], [1.5934, 6.8353, -0.7257], [0.1267, 6.6572, -1.6856], [1.5350, 5.5785, -1.8442], [-0.6417, 4.7851, -0.6603], [-0.0492, 5.6591, 0.7095], [1.8449, 3.9061, -0.5699], [4.0642, -3.4770, -2.4853], [5.2700, -3.4538, -1.6280], [5.8500, -4.7400, -1.4952], [3.3725, -4.3801, -2.3344], [4.3526, -3.4035, -3.5243], [3.4258, -2.6370, -2.1570], [5.0298, -3.0993, -0.6729], [5.9803, -2.7274, -1.9872], [5.1944, -5.2542, -0.9893], [2.2318, 4.4961, 3.7042], [1.4224, 3.2496, 3.7435], [0.1914, 3.2513, 2.9555], [3.1417, 4.5697, 4.2970], [1.5153, 5.2209, 4.0569], [2.6127, 4.7056, 2.7367], [1.0767, 3.0409, 4.7572], [1.9400, 2.4077, 3.3508], [0.4294, 3.4687, 2.0419]],
  "forces_ev_per_a": [[-1.859, 0.138, 0.818], [-0.470, 0.330, -2.517], [0.755, -0.008, 1.188], [-1.575, -0.348, -1.355], [0.275, 0.054, 0.438], [0.086, -0.474, -0.065], [0.577, -0.401, -0.800], [0.922, -0.610, 0.770], [-0.232, 0.468, -1.027], [0.371, 0.101, 0.570], [0.224, -0.372, -0.403], [0.896, 1.142, 2.334], [0.775, 0.078, -0.844], [-1.079, 0.227, 1.867], [0.013, -0.649, 0.665], [0.431, -0.691, -0.394], [-0.032, -0.151, 0.103], [-0.182, 0.163, -0.386], [0.304, -0.637, -0.397], [-0.557, 0.386, -0.056], [0.252, 0.662, -0.226], [0.352, 0.199, -0.480], [-0.467, 0.038, -0.051], [0.205, 0.434, 0.064], [-1.093, 0.227, -0.773], [-2.526, -1.159, 2.068], [2.098, 0.037, -0.930], [2.951, 0.494, -0.554], [0.568, -0.371, 0.946], [0.875, 0.329, -0.717], [0.421, -0.029, 0.008], [-0.406, 0.692, -0.572], [-0.468, 1.508, 0.115], [-0.231, -0.092, 0.261], [-0.110, -0.564, -0.043], [-1.799, -1.120, 0.193], [-0.676, -1.375, 1.181], [0.717, -0.297, 0.488], [-0.009, -0.037, -0.392], [-0.323, -0.716, -0.805], [-0.418, 0.506, 0.334], [0.463, -0.016, 0.081], [1.024, -0.095, -0.652], [-0.724, 0.232, -0.303], [-0.363, 0.721, 0.103], [0.303, -0.460, -0.500], [-0.332, 0.699, 0.387], [0.370, 0.761, 0.173], [-0.728, -0.623, -0.504], [-0.335, 0.008, 1.323], [-0.039, 0.304, 0.076], [-0.831, 0.263, -0.677], [0.621, -0.035, -0.132], [0.106, -0.092, -0.091], [0.375, 0.082, 0.403], [0.418, -0.054, 0.170], [0.465, -0.612, -0.552], [0.039, 0.390, -0.914], [-0.180, 0.192, 0.502], [0.251, 0.327, 0.498], [0.027, -0.276, -1.032], [-0.788, 0.188, -1.706], [0.512, 0.210, 0.804], [0.204, 0.563, 1.447], [-0.412, 0.518, 0.156], [-0.151, 0.084, -0.232], [0.004, -0.871, 0.963], [0.639, 0.408, 0.013], [-0.565, -0.779, -0.499], [0.419, 0.060, 0.127], [0.165, 0.022, 0.302], [-0.109, 0.075, -0.192], [-0.580, -0.902, -0.183], [-0.905, 3.510, -0.309], [-0.723, -0.992, -1.784], [0.165, 0.349, 0.054], [0.228, -0.484, 0.625], [0.350, 0.001, 0.104], [0.130, -0.511, 1.260], [0.638, -0.877, 1.122], [0.567, -0.420, -0.709], [-1.471, 0.023, -0.811], [-0.131, -2.344, 2.155], [0.534, 0.845, -0.014], [0.780, -0.381, 0.203], [-0.090, 0.331, -0.071], [0.578, -0.053, 0.427], [0.009, 1.323, -2.070], [-0.135, 0.495, -0.026], [-0.210, -0.237, 0.203], [-1.294, 0.311, 1.872], [-1.211, 0.925, -3.204], [0.086, 0.819, 0.744], [0.792, -0.730, -0.589], [0.474, 0.140, -0.250], [-0.234, 0.089, -0.331], [0.608, -0.358, 0.264], [-0.316, -0.459, 1.290], [1.087, -0.667, 0.030], [-0.392, 1.863, -0.408], [-2.001, -0.444, -0.773], [-0.086, -0.877, 0.905], [0.351, -1.006, 0.304], [0.717, -0.030, -0.382], [-0.074, 0.143, 0.439], [1.311, 0.970, 0.109], [-0.056, -0.396, -0.171], [0.114, -0.190, -0.126], [-1.343, 1.244, 1.280], [-0.432, 0.973, -0.505], [1.072, -0.748, 0.176], [0.007, 0.080, 0.406], [0.481, -0.191, -0.113], [0.786, -1.002, -1.687], [-0.018, -0.381, -0.094], [0.562, -0.464, -0.103], [-1.157, 0.376, 0.731], [-2.143, -0.328, 0.124], [0.283, -0.732, -0.041], [0.080, -0.423, 0.211], [1.299, 0.963, -0.196], [-0.337, -0.023, -0.367], [0.175, 0.016, -0.637], [-0.548, 0.574, 1.709], [0.614, -0.134, -0.446], [0.577, 0.154, -0.379], [-0.370, 0.547, 0.384], [-1.168, -1.160, -0.182], [0.569, 0.857, 0.329], [-0.223, -0.588, 0.647], [0.187, 1.013, -0.129], [-0.182, 0.402, -1.267], [0.161, -0.149, -0.058], [0.942, -0.901, 0.114], [0.113, -0.058, 0.028]]
}